# C39H72O15S2

A cluster of 5 separate species, C39H72O15S2 in total (ωB97M-V/def2-TZVPD, OMol25).

XYZ file:
```
128
Properties=species:S:1:pos:R:3
C -2.07 -2.92 -0.05
C -3.03 -4.03 -0.53
C -4.47 -3.56 -0.73
C -5.16 -2.93 0.48
C -5.40 -3.89 1.66
C -4.97 -3.35 3.03
C -3.47 -3.51 3.32
C -2.69 -2.26 3.76
C -3.07 -0.98 3.01
C -2.00 0.11 3.06
C -2.34 1.29 2.13
C -2.38 2.64 2.84
C -2.63 3.82 1.91
C -1.54 4.13 0.84
C -0.13 3.62 1.09
C 0.94 4.47 0.39
C 2.24 3.70 0.20
C 3.30 4.45 -0.63
C 4.41 3.50 -1.08
C 4.07 2.72 -2.36
O 5.22 2.79 -3.25
S 5.34 1.51 -4.21
O 5.01 1.93 -5.55
O 6.97 1.42 -4.14
C 7.45 0.34 -4.96
S 7.22 -1.27 -4.15
C 8.89 -1.95 -4.32
C 8.85 -3.45 -4.04
H -1.71 -3.09 0.96
H -2.54 -1.94 -0.13
H -1.18 -2.90 -0.68
H -2.66 -4.36 -1.51
H -2.99 -4.91 0.11
H -5.09 -4.41 -1.03
H -4.50 -2.84 -1.56
H -6.13 -2.60 0.13
H -4.62 -2.03 0.78
H -6.47 -4.07 1.71
H -4.89 -4.85 1.51
H -5.51 -3.95 3.77
H -5.33 -2.33 3.17
H -3.36 -4.25 4.12
H -2.99 -3.95 2.44
H -2.75 -2.08 4.83
H -1.64 -2.44 3.55
H -3.24 -1.22 1.96
H -4.02 -0.57 3.38
H -1.86 0.48 4.07
H -1.07 -0.35 2.71
H -1.66 1.31 1.27
H -3.34 1.12 1.71
H -3.20 2.60 3.57
H -1.46 2.77 3.43
H -3.58 3.64 1.42
H -2.77 4.72 2.53
H -1.90 3.79 -0.13
H -1.46 5.22 0.77
H 0.11 3.61 2.16
H 0.01 2.60 0.73
H 0.57 4.73 -0.60
H 1.13 5.38 0.97
H 2.68 3.46 1.17
H 2.01 2.76 -0.31
H 3.74 5.22 0.00
H 2.80 4.90 -1.49
H 4.60 2.79 -0.28
H 5.34 4.04 -1.27
H 3.21 3.15 -2.87
H 3.88 1.68 -2.12
H 8.51 0.54 -5.11
H 6.92 0.35 -5.91
H 9.56 -1.47 -3.62
H 9.24 -1.76 -5.34
H 8.70 -3.64 -2.98
H 8.01 -3.92 -4.56
H 9.78 -3.92 -4.36
C -2.38 -3.88 -5.01
C -2.69 -2.41 -4.90
C -1.48 -1.51 -4.83
O -1.96 -0.40 -4.05
C -2.95 -0.88 -3.25
O -3.41 -0.29 -2.33
O -3.33 -2.11 -3.65
H -3.30 -4.46 -5.08
H -1.78 -4.08 -5.90
H -1.84 -4.22 -4.13
H -3.36 -2.09 -5.70
H -1.12 -1.16 -5.80
H -0.65 -1.98 -4.29
C -9.21 1.08 -1.46
C -9.28 -0.38 -1.80
C -10.58 -1.08 -1.42
O -10.14 -2.42 -1.17
C -8.85 -2.36 -0.77
O -8.24 -3.26 -0.28
O -8.33 -1.14 -1.02
H -8.27 1.51 -1.78
H -10.03 1.62 -1.95
H -9.29 1.22 -0.38
H -9.05 -0.55 -2.85
H -11.33 -1.07 -2.20
H -11.00 -0.67 -0.50
C 7.83 1.60 -1.25
C 7.81 2.36 0.05
C 8.95 2.07 1.00
O 8.34 2.29 2.28
C 7.02 2.05 2.16
O 6.26 1.93 3.06
O 6.67 1.96 0.85
H 7.00 1.88 -1.88
H 8.75 1.80 -1.80
H 7.75 0.52 -1.07
H 7.72 3.43 -0.14
H 9.81 2.72 0.87
H 9.27 1.02 0.95
C 3.93 0.60 5.33
C 2.47 0.57 4.96
C 1.54 1.25 5.94
O 0.32 0.51 5.77
C 0.66 -0.74 5.37
O -0.08 -1.67 5.35
O 1.95 -0.78 4.99
H 4.54 0.12 4.57
H 4.27 1.63 5.43
H 4.09 0.08 6.27
H 2.32 0.95 3.94
H 1.36 2.30 5.72
H 1.88 1.14 6.97
```

Calculated values
HOMO-LUMO gap in eV: 9.6
Charge: 0

These are the Löwdin partial charges, in e, on atoms 1 to 2:
1. C -0.09
2. C -0.24



# C39H74NO6S6

A cluster of 10 separate species, C39H74NO6S6 in total at a distorted geometry (ωB97M-V/def2-TZVPD, OMol25).

XYZ file:
```
126
Properties=species:S:1:pos:R:3
C -2.08 2.22 4.54
C -2.30 1.30 3.21
C -1.11 0.86 2.64
C -1.19 0.30 1.33
N 0.04 -0.20 0.70
C 1.14 0.73 0.71
C 2.14 0.52 -0.41
C 1.37 -0.24 -1.40
C -0.08 -0.34 -0.86
C 0.41 -1.54 1.29
H -1.56 1.90 5.35
H -2.97 2.93 4.79
H -1.55 2.96 4.32
H -2.84 1.66 2.47
H -2.69 0.27 3.60
H -0.72 0.18 3.33
H -0.40 1.79 2.64
H -1.60 1.01 0.59
H -1.90 -0.67 1.34
H 1.64 0.72 1.64
H 0.77 1.79 0.47
H 2.92 -0.08 0.07
H 2.60 1.39 -0.89
H 1.58 -1.39 -1.79
H 1.35 0.41 -2.30
H -0.71 -1.24 -1.10
H -0.77 0.44 -1.05
H 1.20 -1.71 0.85
H -0.33 -2.21 1.05
H 0.57 -1.51 2.22
C 3.97 -3.51 -3.80
S 5.04 -2.88 -2.50
O 4.14 -2.44 -1.25
C 5.80 -4.40 -1.92
H 4.49 -3.73 -4.78
H 3.42 -2.67 -4.06
H 3.09 -4.21 -3.48
H 4.99 -5.18 -1.78
H 6.50 -4.19 -1.10
H 6.42 -4.69 -2.79
C 0.73 -2.72 5.98
S -0.89 -3.02 5.39
O -1.15 -1.70 4.61
C -0.72 -4.27 4.18
H 0.89 -1.73 6.51
H 1.41 -2.49 5.18
H 1.05 -3.41 6.69
H 0.28 -4.59 3.93
H -0.93 -3.96 3.29
H -1.27 -5.27 4.40
C -5.77 0.59 -1.04
S -4.15 0.98 -1.63
O -3.14 0.06 -0.98
C -4.26 0.04 -3.13
H -5.65 -0.36 -0.51
H -6.48 0.76 -1.91
H -5.90 1.23 -0.23
H -5.32 0.19 -3.53
H -4.29 -1.08 -2.95
H -3.55 0.15 -4.01
C 2.20 2.04 4.92
S 2.21 3.45 3.86
O 1.52 3.05 2.50
C 1.18 4.46 4.77
H 2.60 2.10 5.84
H 2.54 1.30 4.30
H 1.09 1.53 5.10
H 1.29 5.41 4.43
H 1.43 4.76 5.94
H 0.17 4.18 4.74
C -4.71 -3.15 -0.32
S -3.14 -3.35 -1.14
O -2.02 -3.37 -0.13
C -3.47 -5.02 -1.75
H -5.61 -3.25 -1.06
H -4.71 -2.32 0.50
H -4.92 -4.22 0.12
H -4.49 -5.11 -2.31
H -3.64 -5.72 -0.93
H -2.55 -5.45 -2.29
C -0.19 4.85 -3.84
S 0.84 3.35 -3.84
O 1.17 3.03 -2.36
C -0.35 2.15 -4.20
H -0.83 4.68 -2.88
H -0.59 5.23 -4.88
H 0.41 5.70 -3.61
H -1.13 2.23 -3.46
H 0.17 1.17 -4.23
H -0.48 2.17 -5.20
C -0.02 -4.87 -3.94
C -0.25 -3.47 -3.35
C -1.13 -2.70 -4.08
C -2.03 -3.11 -5.11
C -1.84 -4.41 -5.50
C -0.74 -5.38 -4.89
H 0.76 -5.56 -3.51
H 0.44 -3.05 -2.60
H -1.18 -1.62 -3.67
H -2.63 -2.33 -5.46
H -2.26 -4.46 -6.55
H -0.74 -6.36 -5.35
C 6.79 1.26 -0.45
C 7.80 1.59 0.65
C 7.27 2.09 1.89
C 5.91 2.28 2.03
C 4.96 2.02 1.02
C 5.45 1.55 -0.33
H 7.03 0.74 -1.54
H 8.84 1.46 0.52
H 8.04 2.47 2.75
H 5.39 2.39 2.89
H 3.88 2.14 1.50
H 4.70 1.20 -1.11
C -3.94 5.33 0.57
C -3.59 4.77 -0.78
C -2.41 4.00 -0.90
C -1.36 4.10 0.05
C -1.64 4.88 1.27
C -3.02 5.40 1.61
H -5.02 5.73 0.77
H -4.12 4.69 -1.64
H -2.22 3.46 -1.88
H -0.48 3.46 -0.22
H -0.86 4.79 2.00
H -3.49 5.87 2.59
```

Calculated values
Energy above the lowest of the compared OMol25 structures with the same formula, charge and spin in eV: 0.000
HOMO-LUMO gap in eV: 8.7
Charge: +1

These are the Löwdin partial charges, in e, on atoms 1 to 2:
1. C -0.01
2. C -0.19



| no. | E (Eh) | HOMO energy (eV) |
| --- | --- | --- |
| 1 | -3454.22480 | -9.26 |
| 2 | -4424.74532 | -10.22 |